The following is a quantum chemistry calculation of 12 unconnected molecules or ions with the total composition C74H176N12O15, from the Open Molecules 2025 dataset.

Values from the calculation:
LUMO energy in eV: 0.56
ΔE to the lowest compared entry with this formula, charge and spin in eV: 2.407
SMILES: CC1(C)CCCC(C)(C)N1O.CC1(C)CCCC(C)(C)N1O.CC1(C)CCCC(C)(C)N1O.CC1(C)CCCC(C)(C)N1O.COC[C@H](C)N.COC[C@H](C)N.COC[C@H](C)N.COC[C@H](C)N.COC[C@H](C)N.COCCNCCOC.COCCNCCOC.COCCNCCOC
E_tot in eV: -128173.710
HOMO energy in eV: -8.21
Orbital gap in eV: 8.8

Each line ends with the Mulliken charge.
CARTESIAN COORDINATES (ANGSTROEM)
N  -1.0164  -1.9379  0.7949  0.403
H  7.1378  3.3965  -0.9082  0.493
H  3.9200  -5.4896  3.4396  0.955
H  -2.8874  -2.7791  7.5977  0.297
H  -6.2017  8.0301  -0.3743  0.399
H  1.4676  0.0360  0.2917  -0.460
C  4.7318  3.7374  -0.1544  -0.648
H  5.7802  -2.8081  0.6034  0.147
H  -1.8819  -4.4202  -4.4752  0.469
C  -5.9508  2.9977  0.9501  -2.626
N  6.6356  0.1694  1.6875  0.028
H  0.2430  -5.8367  -4.0818  0.310
C  8.8006  0.1610  2.8478  -1.216
C  3.5617  0.9559  -5.9358  -1.422
H  -7.5272  7.4716  1.6730  0.343
H  -8.1577  6.4326  -4.0472  0.280
C  -5.7535  4.7556  -5.4781  -1.832
C  -4.1712  7.2519  1.2267  -1.621
H  2.6360  -4.7269  2.5612  -1.073
C  -2.0918  0.4004  0.7038  -0.930
H  7.5374  -3.0415  2.4619  0.275
C  -1.7249  1.8684  2.4721  -1.124
H  5.0425  -0.6262  6.9007  0.302
H  -2.0345  -3.5503  -5.9365  0.452
N  -3.6807  -2.1387  1.6847  0.217
H  -3.9729  3.2599  -3.3085  0.516
H  8.2186  -1.4540  4.0527  0.226
H  -5.2779  3.0502  -2.0287  -0.323
C  1.7157  5.9559  -2.1276  -1.102
H  -0.7909  6.3114  -0.5899  0.097
C  2.3218  -2.3136  4.8918  1.448
H  6.8519  0.0741  4.7556  0.399
H  1.3847  -9.3150  0.6313  0.392
H  -8.4254  3.5179  1.9189  0.405
H  -5.9830  1.2445  -2.3471  0.454
H  9.3821  0.3747  1.9213  0.383
H  5.1184  -0.6403  -2.5523  0.684
H  3.3039  -0.0534  -5.6464  0.137
C  7.6250  2.2509  2.1396  -2.080
H  -2.0848  -1.0138  -0.8259  -1.020
H  3.1903  3.8395  -4.2928  0.080
H  0.2876  -2.1876  -6.4865  0.373
H  6.0120  3.5938  -2.2769  0.314
H  -4.8055  4.2269  -5.3410  0.295
O  -4.8869  -5.4823  0.4897  -0.484
H  1.6890  -5.7729  -5.2925  0.440
H  -1.6640  5.4591  0.7472  0.177
H  -8.2074  6.5376  -0.0422  0.579
C  -0.0118  -2.9180  0.3494  -0.980
H  4.4236  -8.1634  0.9105  0.303
C  -6.3275  5.4938  -4.3353  1.491
C  1.8202  4.1452  2.1527  0.222
H  4.7613  1.3820  -3.3747  0.023
H  5.5192  4.4187  0.2058  0.575
H  -0.2283  -3.8248  0.9320  -0.798
H  -3.2354  -6.1959  1.5902  0.174
H  0.6968  -2.0517  6.0604  0.366
H  2.6221  -5.5758  -2.8613  0.837
H  -8.1001  4.1288  -0.4739  0.699
N  3.0184  4.4782  1.3850  -0.437
H  4.4409  2.9845  1.8632  -0.173
H  -6.4311  4.3289  -1.1704  -1.815
H  2.0474  3.9709  3.1647  0.600
C  -1.7365  -2.0070  -3.6259  -1.752
H  5.2692  -5.2044  1.1167  0.419
H  -3.9523  -1.0343  -2.2615  -0.706
C  2.0769  -0.2679  1.1511  -0.155
C  -0.0578  -2.6076  4.2276  1.367
C  -1.3026  -3.2704  4.8331  -0.543
O  2.6116  -7.3793  -0.3653  -0.701
C  -1.3032  -3.9231  -5.2166  -1.602
H  -6.0925  -2.4468  -2.3807  0.359
H  -0.7648  6.9617  1.0054  0.551
H  -4.1142  8.2730  0.7211  0.409
H  2.8719  -2.4620  -4.4645  -0.276
N  2.1475  -6.5257  0.7438  1.569
C  -0.2086  -1.6820  -5.6292  -1.462
H  2.9733  1.2675  -6.7876  0.408
H  5.1376  -2.6146  2.8625  0.625
H  -7.4449  4.3400  3.0903  0.330
H  7.3244  1.7407  4.6853  0.484
C  -4.5611  -4.1035  0.5027  -0.640
H  4.8324  -1.3370  0.4441  -0.851
C  0.8279  -5.2541  -4.8219  -1.175
H  -6.6714  -3.7479  2.4983  0.400
C  1.0300  -7.2423  1.3429  1.702
H  3.8061  -4.3167  0.7439  -0.466
H  -5.5132  5.1534  3.2369  0.272
H  -6.9808  -1.0509  -2.9615  0.360
C  -0.7237  -2.6553  -4.5312  1.321
C  -6.5556  4.3651  0.9818  1.837
H  -0.1226  4.8971  2.5945  0.560
H  -5.7646  7.1936  -3.1100  0.352
H  4.5794  3.2723  -5.1590  0.297
C  -5.9691  -1.5034  -2.9256  -1.555
H  -4.4502  -7.3675  0.9509  0.330
H  0.6957  6.4095  -2.0702  0.209
H  0.3945  -0.8344  -5.2564  -0.132
H  -5.6750  -1.6225  -3.9959  0.320
H  0.2697  1.2530  -3.6706  -0.266
H  -5.1187  0.2072  -0.4238  -0.007
C  -2.7592  -3.2058  6.6237  -0.762
H  -5.0660  0.6695  -3.7462  0.339
O  3.2528  -1.5448  6.9853  -0.451
C  0.3074  2.6455  -2.0279  3.140
H  2.7122  5.0258  0.5757  0.171
H  -2.7343  -2.4028  1.3839  0.044
O  0.3715  5.2523  0.6294  -0.070
C  -3.1707  6.1633  -2.5070  -0.494
C  -0.4244  1.6300  -2.9402  -0.798
H  1.6737  -5.8073  4.5221  0.514
H  -0.6652  -1.5245  1.6763  -0.402
H  -0.7312  2.1252  -0.4209  -0.670
H  1.1052  6.1698  2.2718  0.342
C  8.6926  -1.3236  3.0640  -0.815
H  -3.5744  -4.0387  0.0020  0.374
C  1.4648  -2.4205  0.3847  0.640
C  6.7760  0.9275  4.1091  -1.684
H  -2.1034  -3.4023  4.1587  0.255
H  6.0258  -1.6086  3.9896  0.505
N  -5.4723  -0.6931  -0.7388  -0.516
H  1.2365  2.1290  -1.6801  -1.179
H  0.3397  -9.1119  1.9642  0.471
H  0.3466  -3.1001  3.3365  -0.874
H  4.1787  4.2964  -0.9370  -0.061
H  -1.2421  2.1048  -3.4412  0.396
C  3.3650  -2.5358  6.0112  -0.451
H  3.8714  0.1046  5.7479  0.059
H  -2.3701  1.3332  3.2012  0.275
H  3.2038  2.5817  0.6646  -0.181
H  1.2966  -1.3832  -3.2896  -0.400
C  3.6480  1.3327  -3.4210  0.827
H  -0.1169  -7.1204  3.1853  0.548
H  1.4496  3.2228  1.7566  -0.466
C  0.6100  3.9282  -2.7910  -1.242
N  -0.5194  2.9590  -0.9112  1.802
C  3.8778  3.3841  1.0130  0.472
H  -0.9868  2.4085  3.0751  0.249
H  -3.0017  0.0299  1.1791  0.952
O  0.8270  -2.0543  -2.7379  1.722
C  -4.4864  -3.3437  1.8862  0.459
H  -2.4121  1.2085  -0.0077  -0.095
C  0.7019  -6.5284  2.7245  -0.612
C  -0.2005  -4.8092  -5.8750  -0.800
H  -4.7509  6.9582  -4.5297  0.381
C  3.2155  1.7962  -4.7519  0.761
H  -6.5418  6.8522  3.0368  0.213
H  -0.9830  -7.5791  0.9390  0.578
H  -1.1495  -1.2900  -6.0051  0.580
H  4.3869  -2.5546  5.5896  0.135
H  -6.0635  8.3461  2.2995  0.561
H  -2.6017  -1.7350  -4.1536  0.985
H  -0.3320  -1.5806  3.8316  -0.316
N  0.9305  -2.5953  5.2835  -0.238
C  -5.2723  6.4094  -3.7006  -1.043
O  5.3075  0.7865  1.7638  0.740
O  1.6738  4.5449  -2.0227  0.562
N  -7.4676  6.3019  -4.7668  -0.722
H  5.1442  -7.2541  2.2383  0.446
C  -6.0833  6.9374  -0.2929  -0.774
C  3.0511  -5.7118  2.8139  -0.590
N  0.3483  -3.1628  -3.5697  0.157
H  -7.6122  6.4333  -1.7285  0.053
C  2.4985  -3.4577  -4.8498  -1.236
O  -4.8781  4.9729  2.5434  -0.487
H  -2.4250  -4.2523  6.8346  0.312
H  -2.3550  2.5971  1.9639  0.284
N  -5.4319  5.2767  1.2803  1.052
H  -1.2898  -1.1075  -3.0835  -0.131
H  -5.2909  -3.5886  -0.1274  0.187
C  1.2720  -8.7477  1.5168  -1.866
H  3.2595  -3.4852  6.5491  0.365
H  -5.7694  -2.6580  3.5157  0.354
H  -3.4949  -1.7095  2.5706  0.318
H  -0.9824  -4.2818  5.1688  0.363
H  0.3050  -4.2796  -6.6767  0.360
H  4.3341  -5.6806  -0.2487  0.680
H  2.5615  -3.9899  -2.0877  -0.171
H  3.6638  0.3755  7.4262  0.420
H  0.1960  -5.5789  2.4300  -0.297
H  2.3373  6.2434  -1.2713  0.282
C  -5.0827  0.7118  -2.6578  -1.759
O  1.6773  -1.5880  1.5414  1.121
C  -1.3574  -0.7461  -0.0423  1.497
C  -6.5160  7.4045  2.1139  -1.833
H  1.8855  0.3575  2.0333  0.392
H  2.5043  -1.3166  4.5154  -0.095
H  3.7259  -1.5603  -1.9364  -0.240
H  -3.7660  7.4521  2.2503  0.386
H  -6.5706  4.7671  -3.5430  -0.305
H  3.7403  -8.1507  2.5859  0.452
H  2.1405  -3.2817  0.4581  -0.954
H  6.8002  2.8813  2.4254  0.410
H  -3.4655  6.6690  0.6815  -0.130
C  6.4272  -1.2376  1.9089  1.703
C  -7.7407  4.3679  2.0350  -1.655
H  -0.7438  0.7709  -2.2850  -0.142
H  -4.0605  -4.0042  2.6518  0.496
H  -6.2885  -2.0401  1.9223  0.182
H  3.2040  2.0285  -2.6742  -0.547
H  8.5170  2.7570  2.5420  0.472
H  5.7113  1.2342  4.0849  -0.037
O  -1.7944  -2.4414  5.9042  -0.376
H  4.0718  -0.0093  -1.2397  0.181
C  5.4668  -1.6159  3.0895  -1.994
H  1.7491  -1.8088  -0.4637  -0.614
H  -5.6592  5.4824  -6.2575  0.559
H  -6.4501  3.9336  -5.8264  0.366
H  -0.2902  -6.0506  0.2524  0.162
H  2.1679  -3.3081  -5.8712  0.356
C  6.3846  2.9050  -1.5225  -1.300
H  6.6467  1.9926  -1.9782  0.211
H  -3.6671  -3.2863  6.0751  0.221
H  -5.0621  -1.4157  -0.1566  0.048
H  3.1399  -0.2636  0.9912  -0.094
H  -2.6283  5.3683  -1.9696  -0.408
H  4.6237  0.9696  -6.2485  0.385
O  3.2777  -0.0185  -3.1556  0.017
H  8.2106  -2.2546  1.1411  0.551
C  4.2700  -5.2869  0.7619  -1.294
O  -4.4320  5.6229  -2.9202  0.263
H  -3.2257  7.1689  -1.9774  0.304
C  5.8550  -1.6758  0.5378  -0.792
C  0.7287  5.1838  2.0196  -1.178
H  -3.5406  3.3219  -1.6066  -0.317
H  2.3178  -7.3447  3.9872  0.567
C  1.4345  -4.0654  -3.9565  1.352
C  2.0139  -4.6958  -2.6750  -2.119
C  -5.8984  -2.9566  2.4619  -1.492
C  -4.2288  2.8812  -2.3329  0.001
H  9.6917  -1.8224  3.1260  0.443
C  -7.1304  4.6868  -0.4177  0.656
C  -3.8912  -6.4458  0.7387  -0.599
H  0.9468  3.7072  -3.7968  0.521
H  -3.2348  -6.6142  -0.1359  0.315
H  3.3759  -4.1378  -4.8287  0.498
H  7.6805  2.1853  1.0641  0.293
O  -1.1232  0.9198  1.6259  0.086
C  -0.1564  -7.0874  0.4541  -1.907
C  -0.7760  6.0257  0.4498  -0.981
C  -4.9752  -0.7183  -2.1493  2.072
C  7.7222  -2.0230  2.0848  -1.077
H  1.1738  -5.0530  -2.0894  0.523
H  -0.6821  -5.6795  -6.3774  0.432
H  9.3998  0.5626  3.6378  0.397
H  -1.9031  -2.7203  -2.7979  0.188
H  2.2806  6.1810  -3.0558  0.318
N  3.5823  3.2100  -4.9928  -0.625
H  -5.3034  6.6422  -0.9693  -0.746
H  2.0666  -9.0121  2.1902  0.292
C  7.4065  0.8505  2.7231  2.152
O  5.3068  2.5724  -0.5981  0.457
H  2.1168  1.8406  -4.7598  -0.371
H  -0.4830  -0.3489  -0.5687  -0.492
H  -7.8881  5.7685  -5.4808  0.299
H  -0.2706  -3.1625  -0.6473  0.804
C  -5.5803  6.6633  1.1176  1.968
H  -5.0183  2.9850  0.4024  0.076
O  -3.9560  1.4933  -2.1557  0.503
H  -6.6136  2.2715  0.5255  0.548
H  -2.5668  6.2391  -3.5058  0.521
H  6.5268  -1.4286  -0.2712  0.720
H  2.5513  -2.9410  4.0279  -1.050
H  5.3627  1.3506  0.9514  -0.543
C  -7.3722  6.2075  -0.6552  -0.466
C  4.0145  -0.3626  6.7475  -0.567
C  4.1996  -7.5949  1.7793  -1.858
C  3.3955  -6.3320  1.5148  1.919
C  1.9326  -6.3904  3.6500  -1.409
C  4.1180  -0.5954  -2.1342  -0.616
H  -5.8079  2.6569  1.9327  0.823
H  2.3011  -6.9207  -1.1514  0.339
H  -8.2316  5.3577  1.9848  0.366
H  0.0521  -7.5788  -0.5534  0.229
H  4.6386  -0.8929  3.1004  0.155
H  -0.3090  4.5973  -2.8564  -0.367
H  0.0014  3.6068  -0.3013  -1.094

Forces on atoms 1 to 3 (eV/Å):
0.291 1.550 0.953
0.504 -0.158 -0.386
0.174 -0.285 -0.198